Record 1
ORCA calculation (ωB97M-V/def2-TZVPD) on C21H30BrN5O2Se4Tc as an isolated structure.

Element x y z (Å)
Tc 1.3094 0.5572 -1.0947
Se 4.1356 0.5876 -0.8660
Se 5.6061 2.3232 -0.4104
Se 4.2330 4.3101 -0.5324
Se 2.0510 3.5690 -0.9142
C -0.0277 0.9410 1.7398
C -0.1050 0.9341 3.2873
N 1.2012 0.6618 3.8886
C 1.6866 -0.6317 3.4067
C 1.7864 -0.6547 1.8621
N 1.3482 0.6390 1.2946
C 2.2389 1.6833 1.8717
C 2.1406 1.6826 3.4146
H -0.2916 1.9124 1.3200
H -0.7001 0.2053 1.3048
H -0.8074 0.1726 3.6390
H -0.4495 1.9009 3.6633
H 1.0028 -1.4088 3.7619
H 2.6613 -0.8141 3.8659
H 1.1618 -1.4390 1.4578
H 2.8027 -0.8242 1.5052
H 1.9426 2.6395 1.4509
H 3.2491 1.4783 1.5218
H 1.8002 2.6546 3.7816
H 3.1140 1.4825 3.8691
N -4.5051 0.3744 -1.5961
C -4.6597 1.7197 -1.5130
O -5.7721 2.2317 -1.5201
C -3.4136 2.5364 -1.4069
C -3.5186 3.9222 -1.3887
C -2.3570 4.6642 -1.2977
C -1.1381 3.9952 -1.2187
N -1.0222 2.6704 -1.2123
C -2.1440 1.9706 -1.3187
H -5.3373 -0.1789 -1.6905
H -3.6095 -0.0786 -1.6487
H -4.4976 4.3795 -1.4498
H -2.3747 5.7462 -1.2879
H -0.2116 4.5483 -1.1384
H -1.9865 0.8983 -1.3250
O -0.2932 -0.0148 -1.2015
Br 1.4240 0.6864 -3.6171
C -2.6832 -2.9864 0.1584
N -1.4861 -3.0865 -0.6416
C -1.7109 -2.5533 -1.9738
C -0.3584 -2.4544 0.0587
C 0.9589 -2.6195 -0.6931
C 1.2841 -3.9652 -0.8817
C 2.4210 -4.3614 -1.5621
C 3.2498 -3.3718 -2.0558
C 2.9486 -2.0298 -1.8574
C 1.8078 -1.5772 -1.1698
H -3.5114 -3.4960 -0.3415
H -2.9894 -1.9378 0.3405
H -2.5252 -3.4594 1.1310
H -2.4749 -3.1559 -2.4745
H -0.7893 -2.5901 -2.5524
H -2.0242 -1.4992 -1.9648
H -0.2773 -2.9840 1.0184
H -0.5727 -1.4107 0.2824
H 0.5946 -4.7102 -0.4962
H 2.6475 -5.4125 -1.7070
H 4.1509 -3.6331 -2.6017
H 3.6664 -1.3390 -2.2741

Cartesian forces, eV/Å:
0.6 -0.6 0.2
0.3 -0.4 -0.1
-0.4 0.2 0.2
-0.1 -0.1 0.0
0.0 -0.3 -0.3
0.0 0.0 0.1
0.0 0.0 0.0
0.0 0.0 0.0
0.0 0.0 0.0
0.0 0.0 0.1
-0.1 0.0 -0.1
0.0 0.0 0.0
0.0 0.0 0.0
0.0 0.0 0.0
0.0 0.0 0.0
0.0 0.0 0.0
0.0 0.0 0.0
0.0 0.0 0.0
0.0 0.0 0.0
0.0 0.0 0.0
0.0 0.0 0.0
0.0 0.0 0.0
0.0 0.0 0.0
0.0 0.0 0.0
0.0 0.0 0.0
0.0 0.0 0.0
0.0 0.0 0.0
0.0 0.0 0.0
0.0 0.0 0.0
0.0 0.0 0.0
0.0 -0.1 0.0
-0.1 0.2 0.1
-0.2 0.4 0.0
-0.2 -0.1 0.0
0.0 0.0 0.0
0.0 0.0 0.0
0.0 0.0 0.0
0.0 0.0 0.0
0.0 0.0 0.0
0.1 0.0 0.0
0.2 0.5 0.5
0.0 -0.1 -0.2
0.0 0.0 0.0
0.0 0.0 0.0
0.0 0.0 0.0
0.1 -0.1 0.0
0.1 0.2 0.0
0.1 0.0 0.0
-0.1 0.0 0.1
0.1 0.1 0.0
0.0 -0.2 -0.1
-0.3 0.1 -0.1
0.0 0.0 0.0
0.0 0.0 0.0
0.0 0.0 0.0
0.0 0.0 0.0
0.0 0.0 0.0
0.0 0.0 0.0
0.0 0.0 0.0
0.0 0.0 -0.1
0.0 0.0 0.0
0.0 0.0 0.0
0.0 0.0 0.0
-0.2 0.2 -0.1

## Properties
Multiplicity ... 2
HOMO-LUMO gap (spin up / spin down) ... 4.8 / 4.8 eV
Max |F| ... 0.93 eV Å⁻¹
Total charge ... -2
ΔE to the lowest compared entry with this formula, charge and spin ... 18.89 kcal per mole
Highest occupied orbital energy (spin up / spin down) ... -0.5 / -0.5 eV


Record 2
ORCA calculation (ωB97M-V/def2-TZVPD) on one molecule with the formula C21H30ClN3O3S.

Element x y z (Å)
C -4.4647 -2.5269 -2.1375
C -3.0473 -2.0398 -1.8738
C -3.0157 -0.5750 -1.4383
C -1.5681 -0.0892 -1.2765
O -0.7265 -0.3708 -2.1117
N -1.3222 0.7279 -0.2279
C 0.0211 1.2421 0.0350
C 0.3061 2.3932 -0.9284
C 1.7170 2.9879 -0.9151
C 2.8592 1.9605 -0.9100
C 3.4636 1.6791 0.4644
N 2.5689 1.0524 1.4303
C 2.5418 -0.2782 1.7024
O 1.7126 -0.7709 2.4464
C 3.5946 -1.1328 1.0538
S 5.2002 -1.2487 1.6552
C 5.6637 -2.3667 0.4258
C 7.0378 -2.9529 0.3985
C 4.6362 -2.6010 -0.4270
C 3.4572 -1.8849 -0.0632
Cl 2.0008 -1.9436 -0.9830
C 1.5196 1.8628 2.0430
C 0.1094 1.5616 1.5214
N -3.8677 -0.2804 -0.2988
C -4.8199 0.8197 -0.3249
C -5.2411 0.9838 1.1444
C -4.9164 -0.3678 1.7858
C -3.8597 -0.9759 0.8784
O -3.1412 -1.9179 1.1354
H -4.4541 -3.5529 -2.5054
H -5.0685 -2.5107 -1.2285
H -4.9659 -1.9091 -2.8879
H -2.5705 -2.6563 -1.1135
H -2.4397 -2.1109 -2.7751
H -3.4227 0.0211 -2.2633
H -2.0100 0.7779 0.5034
H 0.7098 0.4232 -0.1831
H 0.1126 2.0031 -1.9299
H -0.4300 3.1848 -0.7503
H 1.8045 3.6088 -1.8089
H 1.8441 3.6772 -0.0758
H 2.5265 1.0210 -1.3621
H 3.6786 2.3249 -1.5351
H 4.3407 1.0470 0.3492
H 3.8082 2.6200 0.9061
H 7.1339 -3.6211 -0.4560
H 7.8020 -2.1794 0.3119
H 7.2449 -3.5275 1.3022
H 4.6951 -3.2626 -1.2789
H 1.5262 1.6869 3.1200
H 1.7922 2.9030 1.8777
H -0.5422 2.4099 1.7634
H -0.2635 0.6897 2.0611
H -4.3482 1.7183 -0.7287
H -5.6724 0.5756 -0.9680
H -4.6585 1.7774 1.6141
H -6.2908 1.2561 1.2311
H -4.5273 -0.3004 2.7993
H -5.7744 -1.0424 1.8072

Cartesian forces, eV/Å:
0.0 0.0 0.0
0.0 -0.1 0.0
0.0 -0.1 0.0
-0.1 0.2 0.1
0.0 0.0 0.0
0.1 0.0 -0.1
0.0 -0.1 0.0
0.0 0.0 0.0
0.0 0.0 0.0
0.0 0.0 0.0
0.0 0.0 0.0
-0.1 -0.1 0.0
0.1 0.0 0.0
0.0 0.0 0.0
0.0 0.3 0.0
0.0 -0.2 0.2
0.1 0.1 0.0
0.0 0.0 0.0
-0.1 0.0 0.0
0.0 -0.1 -0.1
0.0 0.0 0.0
0.0 0.0 0.0
0.0 0.0 0.0
0.1 0.2 0.2
0.0 0.0 0.0
0.0 0.0 0.0
0.1 0.1 0.0
-0.1 -0.1 -0.1
0.1 0.0 0.0
0.0 0.0 0.0
0.0 0.0 0.0
0.0 0.0 0.0
0.0 0.0 0.0
0.0 0.0 0.0
0.1 0.0 0.0
0.0 0.0 0.0
0.0 0.0 0.0
0.0 0.0 0.0
0.0 0.0 0.0
0.0 0.0 0.0
0.0 0.0 0.0
0.0 0.0 0.0
0.0 0.0 0.0
0.0 0.0 0.0
0.0 0.0 0.0
0.0 0.0 0.0
0.0 0.0 0.0
0.0 0.0 0.0
0.0 0.0 0.0
0.0 0.0 0.0
0.0 0.0 0.0
0.0 0.0 0.0
0.0 0.0 0.0
0.0 0.0 0.0
0.0 0.0 0.0
0.0 0.0 0.0
0.0 0.0 0.0
0.0 0.0 0.0
0.0 0.0 0.0

## Properties
HOMO-LUMO gap ... 9.3 eV
Max |F| ... 0.30 eV Å⁻¹
ΔE to the lowest compared entry with this formula, charge and spin ... 5.07 kcal per mole
Highest occupied orbital energy ... -8.7 eV


Record 3
ORCA calculation (ωB97M-V/def2-TZVPD) on C21H30F3HfO13 as an isolated structure in a non-equilibrium geometry.

Element x y z (Å)
Hf -1.5357 -1.6255 -1.8071
O 2.2730 -0.3125 -0.2864
C 1.1569 -0.7541 -0.8340
O 0.9287 -1.9363 -1.2352
O 0.0664 -0.1471 -0.7362
H 2.7633 -1.1326 -0.1932
O -2.5710 -0.2543 0.2142
C -2.9282 0.6207 1.0425
O -2.2647 1.7671 1.1888
C -2.9535 2.6385 2.0773
C -4.2188 1.9115 2.5624
C -3.8808 0.4256 2.1539
H -3.1639 3.5100 1.4573
H -2.4379 3.0335 2.9526
H -4.9375 2.2805 1.8306
H -4.5147 2.0505 3.6022
H -4.7558 -0.1250 1.8086
H -3.2690 -0.2787 2.7175
O 0.7863 6.4529 0.0215
C 0.5993 5.3894 -0.5883
O 1.5890 4.7038 -1.2203
C 1.2701 3.3233 -1.3337
C -0.2552 3.4709 -1.5847
C -0.6198 4.5745 -0.6628
H 1.4672 2.7050 -0.4579
H 1.7458 2.8605 -2.1983
H -0.7494 2.5168 -1.4014
H -0.4537 3.7544 -2.6183
H -0.9822 4.1642 0.2797
H -1.4232 5.1165 -1.1617
O 0.0545 -0.7132 -3.4881
C 0.4276 -0.3025 -4.6536
O 0.6694 0.9565 -4.7906
C 0.6449 1.3303 -6.1875
C 1.0146 0.0428 -6.8794
C 0.3260 -0.9776 -6.0559
H 1.3426 2.0923 -6.5347
H -0.3252 1.7725 -6.4143
H 2.0896 -0.0980 -6.9926
H 0.7031 -0.0228 -7.9219
H 0.8742 -1.9173 -6.1230
H -0.7155 -1.0449 -6.3705
O 4.0229 -2.7613 -0.1565
C 3.3174 -3.6998 0.2323
O 2.6673 -3.7314 1.4004
C 2.0373 -4.9180 1.6897
C 2.7477 -5.9738 0.7752
C 3.1711 -5.0713 -0.3798
H 0.9939 -4.9288 1.3746
H 2.2219 -5.2749 2.7030
H 2.0087 -6.7088 0.4560
H 3.6043 -6.4438 1.2584
H 2.3614 -4.9406 -1.0977
H 3.9720 -5.4169 -1.0335
C 1.4615 -0.7106 3.2510
C 0.1209 0.0769 2.9994
O -1.0397 -0.2466 3.8136
C -1.1988 0.3305 5.1598
O -0.3211 1.0116 5.6978
C -2.5824 -0.0613 5.7992
F -3.2902 -0.8427 4.9516
F -2.4065 -0.7001 6.9606
F -3.2958 1.0372 6.0599
H 1.3389 -1.7351 2.8996
H 1.7780 -0.7689 4.2924
H 2.2629 -0.2939 2.6409
H -0.1667 -0.1823 1.9804
H 0.3762 1.1324 3.0937

Cartesian forces, eV/Å:
7.6 5.8 2.9
-2.9 -0.2 -1.8
0.0 -0.8 2.1
-0.7 -2.6 -1.4
-3.6 2.1 -0.9
2.3 -1.2 0.4
0.6 -1.5 -2.6
1.5 1.3 1.0
0.0 -2.3 -1.3
-1.2 1.7 1.4
0.8 -1.1 -1.3
-1.1 0.5 -1.2
-0.3 0.0 0.2
1.2 -0.6 -0.4
-0.9 -0.5 0.6
0.1 0.1 -0.3
0.0 0.0 0.1
-0.2 0.3 1.2
-0.6 -3.1 -2.3
1.9 2.7 2.3
1.4 0.6 0.6
-2.0 0.2 -1.2
1.0 -1.9 -0.6
-2.5 -0.3 -0.4
0.3 0.5 0.4
0.4 0.4 0.1
-0.3 0.0 0.2
0.2 0.0 -0.1
0.3 0.5 0.3
-0.1 0.5 0.6
-1.6 -1.1 0.3
-2.2 0.2 -0.6
0.2 -0.3 1.2
0.8 0.5 -2.3
0.0 0.4 -1.7
1.1 -0.6 1.4
0.4 0.2 1.2
-0.3 -0.5 0.2
0.1 0.1 0.7
-0.4 0.3 0.0
-0.6 -0.3 0.3
-0.2 -0.3 0.4
-2.6 -0.8 0.7
2.5 -0.3 -0.4
0.4 3.2 0.2
0.5 -3.5 -0.7
-0.6 0.7 -0.3
-0.2 -0.1 -0.8
-0.2 0.4 0.5
-0.5 0.8 0.2
0.4 -0.2 0.1
-0.1 0.0 0.0
-0.5 -0.1 -0.1
0.4 0.3 0.5
-1.3 -0.4 0.0
1.6 -0.2 0.9
-0.6 0.8 2.3
4.1 1.1 -0.9
-3.6 -2.5 -1.9
0.2 -0.2 0.5
0.3 0.3 0.5
0.1 0.2 -1.0
0.3 -0.1 -0.5
0.0 -0.2 0.1
-0.1 0.3 -0.1
-0.1 0.3 0.1
-0.4 0.3 0.0
-0.4 0.1 -0.1

## Properties
HOMO-LUMO gap ... 1.9 eV
Max |F| ... 9.99 eV Å⁻¹
Total charge ... +3
Highest occupied orbital energy ... -16.7 eV